A molecular structure, C36H37N13O2PS3Zr. Source: OMol25; level of theory: ωB97M-V/def2-TZVPD.

Last column: Mulliken charge in e.
Element x y z (Å)
C: -0.2005 2.4700 -1.7200  -0.574
C: -3.7730 -0.1052 -3.8589  -0.894
O: 1.1414 0.0405 -2.0378  -0.390
H: 0.0243 3.8140 0.3621  0.041
H: 2.7338 2.5770 4.2080  0.523
Zr: -0.3974 -0.4155 -0.0874  -1.875
C: -3.1445 1.2229 -0.1059  -0.543
H: 0.1105 4.3334 -2.7292  0.537
C: -0.6808 -1.1872 5.6317  -0.828
C: -3.1221 -0.1094 -5.0426  -0.293
H: 4.9943 -2.1673 2.9348  0.357
H: 0.3886 -1.2053 5.8282  0.342
S: -1.5005 -0.6352 -4.8182  0.060
H: 3.1773 7.1066 4.2211  0.229
H: -1.1688 -0.6004 6.4038  0.345
H: -2.1244 5.2349 -2.0613  0.517
H: 1.6134 6.6194 3.6711  0.217
P: 0.6591 -2.3551 2.8872  -0.545
H: -1.8426 -5.6298 0.2225  0.529
H: -4.8072 0.1677 -3.7162  0.463
H: 0.9494 -5.7942 1.9422  0.319
H: -3.4986 0.1479 -6.0183  0.500
H: 0.2391 -3.8125 -3.6611  0.528
C: -1.8081 4.2389 -1.7773  -0.999
N: 1.6102 -0.5234 0.9575  1.397
C: 2.5356 -1.5314 -5.7950  -0.899
C: 2.1772 -2.8178 -6.2692  1.122
N: 0.6399 2.2760 1.5820  0.588
H: 3.6743 -3.3395 2.9503  0.338
C: 1.3631 1.9735 2.6677  -0.437
H: 0.0570 -5.1698 3.3521  0.373
S: 4.6064 4.7171 3.9779  -0.284
N: -2.7015 -0.1520 -0.0491  0.186
N: -1.0370 -2.4779 0.6225  1.272
C: 0.6358 3.5581 1.2164  -0.102
C: -1.7421 -3.4242 -0.0715  -0.573
C: 0.8824 -3.1806 -4.2622  -0.455
C: -1.7343 0.7811 2.7957  -0.615
C: 1.3628 4.5504 1.8570  -0.700
N: -0.9258 -1.2763 -2.1640  0.853
H: 1.0534 -4.6143 -5.8220  0.341
C: -4.7909 2.9693 0.0513  -1.046
H: -5.7757 3.2840 0.3671  0.472
H: 2.8680 0.7505 -0.2283  0.594
C: -0.0285 -5.5060 2.3223  -0.849
H: -3.1847 -0.6542 0.6916  0.600
C: -2.2477 2.1130 -0.7181  1.017
H: 0.7851 2.1044 -1.9596  0.558
C: 1.3336 -3.6310 -5.4691  -0.951
H: 2.3590 -0.0989 -4.2298  0.491
C: 2.0839 -1.0815 -4.5875  -0.351
O: 0.9668 -2.1232 -1.1261  -0.618
C: 2.1319 2.8812 3.3631  -1.253
C: -0.4715 -0.9465 3.1354  -0.484
H: 1.3378 5.5644 1.4803  0.528
C: -0.3393 -3.1221 1.5650  -0.154
N: -0.9867 1.6597 -1.0273  1.073
N: -0.9400 -0.1486 2.1752  1.180
C: 2.1610 4.2058 2.9395  0.528
C: 1.8854 -1.4216 1.9055  0.178
C: -1.4783 -4.6470 0.4670  -0.850
N: 2.5911 6.4111 3.7860  -0.355
N: 3.2161 -1.4634 2.1149  0.044
H: 3.6795 -1.9808 4.1043  0.342
C: 3.9274 -2.2917 3.0921  -0.835
N: -0.5987 -4.4428 1.4922  0.119
C: 3.8047 -0.5697 1.2664  -0.820
H: -4.2829 4.8477 -0.8294  0.507
H: -5.0792 0.9367 0.7302  0.544
H: 3.2273 -2.6982 -8.0249  0.211
C: -4.3894 1.6387 0.2763  -0.305
S: 0.6650 -1.3304 -2.3327  2.341
C: 1.2537 -1.9062 -3.8083  -0.833
C: 3.0801 5.1786 3.6009  -0.156
H: 2.3760 -4.1707 -7.7948  0.211
H: -2.2532 1.0255 4.9447  0.511
C: -1.7531 0.5257 4.1332  -1.011
H: -3.0069 -0.5392 -0.9808  0.634
H: 4.8696 -0.4145 1.2543  0.564
C: -3.9637 3.8380 -0.6063  -0.785
N: -3.0240 -0.4944 -2.7746  -0.320
N: -0.9491 -0.5607 4.3347  0.251
H: 3.1783 -0.9031 -6.3974  0.338
H: -2.2133 1.5813 2.2602  0.518
H: -0.6914 -6.3656 2.2897  0.348
H: 1.3332 0.9402 2.9906  0.657
C: -1.8048 -0.7955 -3.1316  -0.169
C: -0.5855 3.7504 -2.1434  -1.136
H: -1.0798 -2.1987 5.6518  0.340
N: 2.6233 -3.2594 -7.4491  -0.423
C: -2.6782 3.4221 -1.0225  0.542
H: -2.3637 -3.1748 -0.9139  0.543
C: 2.8019 0.0068 0.5455  -1.052

Atoms 1-6, force components in eV/Å:
0.0 -0.1 0.0
-0.1 0.1 -0.1
0.0 -0.1 0.0
0.0 0.0 0.0
0.0 0.0 0.0
0.3 0.7 0.1

Computed properties:
Frontier orbital gap, eV: 6.00
LUMO energy, eV: -7.90
E_tot, eV: -104457.3876
Net charge: +3

=====

A molecular structure, C29H43N3O4SiTi in a non-equilibrium geometry. Source: OMol25; level of theory: ωB97M-V/def2-TZVPD.

Last column: Mulliken charge in e.
Element x y z (Å)
C: 10.0126 14.5965 9.0323  -0.792
O: 8.1775 9.4905 10.6974  1.135
H: 8.1395 7.6485 12.5943  0.238
H: 12.1461 7.2484 8.9114  0.038
H: 10.5717 12.6508 13.4812  0.569
H: 12.6726 7.8434 10.5143  0.248
C: 14.2540 10.6962 7.1080  -0.930
O: 9.9578 7.6520 10.5108  1.293
H: 15.3394 10.1642 5.2229  0.449
C: 10.8271 10.1819 14.6582  -1.824
C: 12.2115 7.0278 9.9723  -1.384
Ti: 9.9994 10.3408 8.1117  0.262
C: 9.6590 6.6777 5.4799  -1.086
C: 6.0743 10.1336 11.4599  -1.660
H: 7.0379 6.0989 7.6077  0.571
C: 12.9717 10.6098 7.6237  -0.424
H: 15.0133 11.2958 7.5938  0.469
H: 8.3657 11.1501 6.0852  0.337
H: 12.9219 6.1877 10.0257  0.484
N: 9.6040 8.3590 7.2352  0.939
C: 14.4766 10.0890 5.8548  -0.511
H: 9.2902 5.3431 10.1229  0.305
O: 10.3101 9.3976 12.4414  -0.520
H: 10.4717 15.5180 9.3541  0.455
Si: 9.7619 9.1641 10.9649  -2.665
H: 12.9144 9.8006 12.7613  0.262
H: 7.1937 7.0017 10.4565  -0.009
C: 7.4126 8.4226 12.7629  -1.513
H: 11.4761 10.8384 15.2070  0.449
C: 12.2139 9.2735 5.9955  0.322
C: 8.2877 12.8756 8.9950  -0.599
H: 5.0610 9.7970 11.7271  0.378
C: 7.0600 8.9543 11.3990  1.792
C: 8.8935 12.3434 7.8087  0.663
H: 5.9788 10.5505 10.4627  0.275
H: 8.0583 5.2761 5.3855  0.500
H: 6.2154 8.2320 9.5911  0.382
H: 11.4557 7.9868 4.6593  0.215
C: 8.2259 11.2323 7.1641  -0.847
H: 12.7792 11.5499 13.0656  0.536
H: 11.4707 14.4619 7.5000  0.473
C: 6.4813 7.8589 10.5770  -1.472
H: 12.2463 10.8791 11.5360  0.106
H: 7.2358 11.1007 7.5575  0.448
H: 8.0816 8.0826 8.6198  -0.036
C: 12.2833 10.6770 12.5884  -1.470
H: 13.4924 8.8426 4.3945  0.423
C: 11.1204 6.2836 12.1190  -1.509
H: 8.2123 14.4697 10.3661  0.344
C: 7.9442 6.5161 7.1893  -0.725
C: 8.8244 14.0221 9.5302  -0.450
H: 10.5462 12.5085 6.3938  0.451
C: 10.1041 12.8623 7.3444  -0.023
C: 10.3453 5.3730 9.9132  -1.569
H: 10.8163 4.5261 10.3753  0.462
C: 10.6320 13.9758 7.9555  -0.672
C: 13.4125 9.3419 5.3550  -0.653
H: 11.7737 5.4168 12.2167  0.547
H: 7.3471 12.4820 9.4096  0.215
H: 12.8283 11.2451 8.5012  0.246
C: 10.1188 11.8297 12.9168  -1.254
H: 5.5849 7.4176 11.0622  0.563
C: 10.8810 10.5344 13.1666  1.685
H: 9.0849 11.6926 13.2656  0.246
H: 7.7907 9.1776 13.4630  0.161
H: 11.4844 7.1204 12.6788  0.176
N: 11.2186 8.4533 5.5084  0.070
H: 6.3971 10.9389 12.0896  0.342
H: 11.2172 9.1851 14.9060  0.295
H: 10.1108 6.4183 4.5464  0.481
C: 10.9430 6.6055 10.6281  1.648
N: 11.8934 9.9393 7.1188  0.583
H: 9.8021 10.1637 14.9585  0.399
C: 8.5039 6.0525 5.9628  -0.801
O: 10.4146 10.0899 9.8019  1.009
H: 10.0965 12.0981 11.8708  0.072
H: 10.4770 5.2675 8.8382  0.272
C: 10.1363 7.8410 6.1072  0.458
H: 6.5290 8.0047 13.2353  0.574
C: 8.5417 7.6485 7.7397  -0.275
H: 10.1293 6.0185 12.4615  0.362

Atoms 1-6, force components in eV/Å:
0.1 -0.7 -0.8
0.6 0.1 0.3
0.4 -0.5 0.4
-0.4 0.3 -0.1
-0.1 -0.2 0.0
0.1 0.4 0.0

Computed properties:
Frontier orbital gap (alpha / beta), eV: 7.19 / 7.19
Spin multiplicity: 2
LUMO energy (alpha / beta), eV: -3.00 / -3.01
E_tot, eV: -74426.1296
Expectation value of S²: 0.756
Net charge: +1

=====

A molecular structure, C46H65BF4N4O4S2SeSr in a non-equilibrium geometry. Source: OMol25; level of theory: ωB97M-V/def2-TZVPD.

Last column: Mulliken charge in e.
Element x y z (Å)
H: -6.1339 -0.5912 -2.3342  0.471
C: -5.7079 0.9947 4.5116  -1.368
H: -5.2278 -3.9090 1.8334  0.387
H: -5.2272 -4.2759 -3.4853  0.395
H: -6.3569 -2.9653 2.8359  0.322
C: 2.4009 -2.2293 3.8662  -1.299
H: -1.9508 -0.1664 2.7113  -0.028
H: 1.2703 -3.7247 -0.4982  0.703
C: 0.9456 -1.3781 -5.0273  0.049
H: -4.2662 1.6936 -2.5331  -0.126
H: -2.9870 -2.0762 4.2410  0.391
H: -2.5614 -1.6549 -6.4715  0.357
C: -4.3500 -4.5499 -2.8916  -2.021
H: 1.3329 0.6149 -0.5357  -1.013
C: 2.3493 -3.1715 -4.5282  0.409
H: -1.4017 2.2917 -3.3553  0.506
H: 0.7267 4.6560 7.7319  0.328
H: 3.1921 2.5638 -0.8603  0.183
H: 4.7160 3.2555 -0.2755  0.364
C: -3.4655 1.6472 -3.2754  1.588
H: -4.4730 2.3823 0.3933  -0.985
C: 2.1838 4.2367 6.2024  -0.467
C: -5.5697 -2.8948 2.0778  -1.547
C: -3.7069 -3.3209 -2.2557  1.621
S: 5.6293 0.5267 -3.8189  -0.445
H: 4.2978 1.5758 0.1009  0.147
H: -3.6483 -5.0775 -3.5463  0.356
H: 2.7231 -1.9718 4.8748  0.455
H: -2.0397 1.3438 2.6881  0.264
C: 1.3512 3.2267 4.1430  0.204
C: 1.8541 -2.3153 -5.4773  -0.791
C: 4.2379 2.3540 -0.6549  -0.330
C: 1.4567 -2.6552 -0.3783  0.264
H: -6.3589 3.9988 -0.0724  0.408
C: -4.3891 4.0128 1.7626  -1.634
H: -7.1249 3.4985 1.4510  0.344
H: -4.3785 -2.9413 -1.4837  -0.292
C: -3.7972 2.6211 -4.4016  -1.994
C: -2.9888 -0.1146 -5.0459  -0.201
H: -6.8426 -0.0072 0.1962  0.533
H: 3.7618 -2.0810 1.1742  0.407
H: 3.2808 -2.5419 3.3070  0.271
N: 0.7075 -1.8701 -1.4104  -0.073
H: -0.5982 2.5100 1.4510  -0.102
H: -6.9431 2.3401 0.1173  0.322
C: -2.3868 -3.6992 -1.5675  -1.176
C: -3.5878 -0.8558 -2.8424  -1.246
N: 1.2955 -1.1266 1.8177  -0.326
H: -1.9207 -2.8143 -1.1579  -0.216
C: -2.8564 -1.4330 -5.4526  -1.367
O: 0.5579 1.2258 -0.6477  -0.284
C: -3.4621 -2.1922 -3.2440  0.472
N: -4.6989 -0.0465 0.5837  0.628
C: -5.8515 -0.1454 -0.2162  -1.648
C: 2.2345 -0.4803 0.8232  4.810
H: 2.1812 -2.3501 -6.5063  0.462
C: 1.9794 -3.1068 -3.1934  0.322
S: 3.1588 -0.0120 -2.1110  -0.101
H: -4.2261 4.7370 0.9572  0.457
C: 0.0534 3.2934 4.6861  -0.166
H: -2.3177 2.9805 -1.9930  0.470
Sr: -0.0094 -0.6882 0.2634  4.573
H: -3.9547 3.6214 -3.9852  0.445
H: -1.7843 1.2906 -1.9532  -0.366
C: -2.1602 2.0732 -2.5895  -1.156
H: 0.9551 1.9105 -1.1990  0.224
C: -0.1631 3.8128 5.9607  -0.618
F: 3.1974 -4.1540 -4.9015  -0.373
C: -5.6333 1.9761 3.5378  -0.562
C: 2.4100 3.7226 4.9268  -0.520
Se: 1.6823 2.3862 2.4313  -0.558
C: -3.3538 0.2000 -3.7441  0.524
H: 4.2736 -0.8345 0.0712  0.487
C: 0.5650 -1.3171 -3.7082  -0.156
H: 4.1817 -0.4965 1.8062  0.327
B: -3.4385 -0.3312 -0.2086  2.384
O: -2.1572 0.5801 3.2855  -0.554
N: -4.0990 -0.5583 -1.5501  0.588
C: -4.8871 -0.6416 2.9394  0.661
H: -4.4673 -3.0064 4.5763  0.374
H: -4.9850 4.5003 2.5424  0.366
H: -2.7703 0.6749 -5.7560  0.197
C: 1.1008 -2.1373 -2.7116  -1.070
C: 3.7054 -1.0144 0.9751  -2.127
C: -5.2212 1.6726 2.2409  0.234
H: 3.4151 3.6861 4.5269  0.360
C: -4.4103 -2.0465 2.6032  2.158
H: -5.3139 -1.0498 5.0039  0.234
H: -3.4117 3.7444 2.1639  0.192
C: -5.3068 -0.3013 4.2180  -0.681
H: -3.6559 -1.9481 1.8280  -0.896
H: 3.0198 4.5990 6.7908  0.328
H: -1.7034 -4.1605 -2.2913  0.298
H: 1.8293 -0.7751 -0.2007  -3.994
F: 2.5032 -4.0705 -2.3910  -0.394
H: -1.1724 3.8387 6.3576  0.390
C: 1.7366 -0.9918 3.2375  -0.717
C: -5.5022 -0.4486 -1.4670  -0.609
H: 2.4408 -0.1733 3.2729  0.307
H: 1.7166 -3.0774 3.9214  0.267
C: -3.0808 -2.4618 -4.5565  -0.261
H: -6.0588 1.2421 5.5084  0.350
C: 0.8968 4.2778 6.7311  -0.431
C: -3.7450 -2.7335 3.8021  -1.929
H: -2.9770 2.6887 -5.1229  0.370
H: 0.8729 -0.7146 3.8352  0.342
O: -1.5673 2.5181 1.2809  -0.455
H: -0.7774 2.9117 4.1078  0.303
H: -2.5755 -4.4196 -0.7613  0.521
C: -6.4655 3.1718 0.6389  -1.643
C: -5.0966 2.7738 1.1978  2.116
H: -4.7049 2.3256 -4.9378  0.401
H: -4.6652 -5.2482 -2.1101  0.449
F: 0.3965 -0.5173 -5.9070  -0.370
H: -5.9946 -2.4503 1.1740  0.289
F: -0.2997 -0.3722 -3.3223  0.327
C: 1.1883 -2.5008 1.2011  -1.513
H: 2.3790 0.5931 0.9556  -0.759
O: 4.9590 1.9934 -1.8415  -0.483
H: 2.5217 -2.5830 -0.5551  0.441
C: -4.9117 0.3393 1.9368  -0.410
H: -1.7163 1.8603 0.5826  -0.087
C: 4.5967 0.8953 -2.5458  0.050
H: -5.9019 2.9969 3.7918  0.260
H: -2.9559 -3.4882 -4.8836  0.201
H: -3.2497 -3.6511 3.4659  0.433
H: 0.2870 -3.0447 1.5305  -0.175
H: 1.9753 -3.1592 1.5464  0.675

Atoms 1-6, force components in eV/Å:
0.1 0.0 0.1
0.0 0.0 0.0
-0.1 0.1 0.0
0.0 0.0 0.0
0.0 0.0 0.0
-0.2 0.2 -0.4

Computed properties:
Frontier orbital gap, eV: 5.79
LUMO energy, eV: 3.59
E_tot, eV: -162305.3137
Net charge: -2

=====

C4H9NO in the gas phase in a non-equilibrium geometry. Source: OMol25; level of theory: ωB97M-V/def2-TZVPD.

Last column: natural (NBO) charge in e.
Element x y z (Å)
H: 1.0121 1.6218 -0.6411  0.227
H: -1.1921 1.0570 -0.5177  0.191
C: 0.9491 -0.4493 -0.4372  0.677
O: 1.8888 -1.1436 -0.1005  -0.608
H: 2.1288 0.8157 -1.7346  0.247
C: -1.8449 0.7924 1.4401  -0.621
N: -0.2392 -0.6035 0.2566  -0.641
H: -0.0789 -0.9312 1.2052  0.398
H: -2.3270 0.1480 2.1861  0.213
H: -2.1645 -0.4618 -0.5285  0.206
H: 0.3540 0.8966 -2.0603  0.224
H: -2.5661 1.5982 1.2698  0.215
C: 1.1118 0.7665 -1.3201  -0.720
C: -1.4885 0.1689 0.0522  -0.221
H: -0.9157 1.1893 1.8286  0.213

Atoms 1-6, force components in eV/Å:
0.0 0.0 0.0
-0.4 -0.3 -0.4
0.0 0.1 1.4
0.3 0.0 -0.5
-0.5 -0.3 0.0
-1.3 -0.4 -1.0

Computed properties:
Frontier orbital gap, eV: 10.34
LUMO energy, eV: 0.86
E_tot, eV: -7831.4324
Net charge: 0
SMILES: CCNC(C)=O